Entry 1:
The following is a quantum chemistry calculation of C35H30MnN4O8S as an isolated structure at a distorted geometry, from the OMol25 dataset.

Properties
Energy relative to the best compared isomer or geometry (same formula, charge and spin)   116.9 kJ/mol
Total energy   -101281.9106 eV
HOMO (alpha / beta)   -1.02 / -0.93 eV

Structure (ORCA input):
```
! wB97M-V def2-TZVPD RIJCOSX def2/J DEFGRID3
* xyz -2 2
Mn -0.08020 0.29730 -0.01790
O 2.67050 -0.04760 -2.92610
C 1.73050 -0.15190 -2.13880
O 1.28710 0.76970 -1.36130
C 0.96870 -1.43720 -1.96460
C 1.23360 -2.66450 -2.54220
C 0.48790 -3.77400 -2.16020
C -0.50090 -3.61290 -1.18650
C -0.72690 -2.36070 -0.65360
N -0.01170 -1.28290 -1.03980
C -1.66920 -2.00900 0.47980
O -2.42700 -2.84040 0.96890
O -1.52230 -0.79840 0.87900
H 2.03220 -2.75050 -3.26400
H 0.68770 -4.74870 -2.58520
H -1.08670 -4.44500 -0.82710
C 2.70780 -0.50580 6.24000
O 1.92590 0.65680 6.31260
C 1.31530 1.10730 5.15070
C 0.54160 2.26720 5.28350
C -0.09540 2.81020 4.19250
C -0.00640 2.23140 2.90440
C -0.67670 2.74600 1.75930
C -1.51490 4.01020 1.90530
O -0.65190 2.22000 0.59800
C 0.81600 1.04660 2.76340
O 1.00910 0.48770 1.62790
C 1.44740 0.51390 3.90700
H 3.11160 -0.66330 7.24320
H 3.53720 -0.39280 5.53170
H 2.11570 -1.38190 5.95220
H 0.45450 2.71810 6.26210
H -0.67590 3.71180 4.32980
H -0.91210 4.84680 2.25920
H -2.32360 3.84180 2.61530
H -1.93530 4.26330 0.93550
H 2.05090 -0.36890 3.74600
S -2.24290 0.53220 -2.05200
C -2.78750 2.17270 -2.09370
C -2.68660 2.87820 -3.29730
C -3.17880 4.15960 -3.40920
C -3.79140 4.76960 -2.32390
C -3.87790 4.08420 -1.11900
C -3.38400 2.80060 -0.99540
H -2.20290 2.38790 -4.12920
H -3.08210 4.69510 -4.34710
H -4.18980 5.77400 -2.41440
H -4.33630 4.57500 -0.26670
H -3.43780 2.27200 -0.05400
C -3.84540 0.40820 8.31660
C -2.87900 -0.31210 7.41740
C -2.45220 0.22550 6.20800
C -1.55640 -0.44510 5.39780
C -1.06620 -1.69440 5.77860
N -0.15800 -2.33450 4.94010
C 0.50280 -3.49910 5.17980
O 0.37250 -4.20330 6.17540
N 1.43370 -3.88670 4.24220
C 1.91910 -3.33080 3.05420
C 3.27540 -3.55650 2.73810
C 3.77430 -3.02580 1.55660
C 2.92500 -2.31980 0.72900
N 1.62920 -2.14020 1.00070
C 1.14780 -2.64060 2.12880
C -1.49680 -2.24490 6.98340
C -2.38330 -1.55730 7.78500
H -4.13340 1.35930 7.87910
H -3.39760 0.59470 9.29250
H -4.74320 -0.18850 8.47750
H -2.81790 1.19200 5.88840
H -1.23230 -0.00720 4.46510
H 0.05510 -1.82970 4.08980
H 1.97670 -4.66770 4.58920
H 3.90360 -4.12310 3.41440
H 4.81110 -3.18020 1.28600
H 3.26880 -1.87720 -0.19500
H 0.08250 -2.51270 2.26400
H -1.12690 -3.21120 7.27750
H -2.70030 -1.98950 8.72590
*
```

Atomic partial charges in e from the Mulliken method, atoms 1 to 5: -0.207 -0.843 0.287 -0.519 0.122

=====

Entry 2:
The following is a quantum chemistry calculation of C35H30N5O4RuSTe as an isolated structure at a distorted geometry, from the OMol25 dataset.

Properties
Energy relative to the best compared isomer or geometry (same formula, charge and spin)   20.3 kJ/mol
Total energy   -73129.8457 eV
HOMO (alpha / beta)   -7.36 / -7.35 eV

Structure (ORCA input):
```
! wB97M-V def2-TZVPD RIJCOSX def2/J DEFGRID3
* xyz 0 6
Ru -0.09216 0.02068 0.28283
O 0.93488 -3.78000 6.18303
C 1.46917 -4.20129 5.14997
O 2.13918 -5.19374 4.83861
C 1.20867 -3.23964 3.91546
C 0.65789 -3.75918 2.74742
C 0.33968 -2.89291 1.72372
N 0.55558 -1.57490 1.82187
C 1.12995 -1.07942 2.92373
C 1.47969 -1.87972 3.99716
C 1.33258 0.43322 2.98661
O 2.14109 0.89161 3.76380
O 0.55695 1.11639 2.19344
H 0.47620 -4.82085 2.65290
H -0.11986 -3.24453 0.80420
H 1.91751 -1.42556 4.87353
N 0.17305 2.45807 -0.24187
C -0.43894 2.67848 -1.49624
C -1.44939 3.62551 -1.62167
C -2.11410 3.80303 -2.82265
C -1.75546 3.04705 -3.92803
C -0.72744 2.12308 -3.81815
C -0.05922 1.91982 -2.61365
C 1.02923 0.90751 -2.53055
C 2.05587 0.95925 -3.47322
C 3.09991 0.04705 -3.43211
C 3.12256 -0.93269 -2.45278
C 2.09736 -0.99742 -1.51783
C 1.03131 -0.08877 -1.53541
H -0.12990 3.08699 0.48843
H 1.18262 2.38823 -0.27303
H -1.70300 4.23751 -0.76365
H -2.90459 4.53920 -2.89822
H -2.27194 3.17657 -4.87036
H -0.42767 1.53676 -4.67858
H 2.03768 1.73958 -4.22524
H 3.89441 0.10274 -4.16496
H 3.94183 -1.63882 -2.40652
H 2.12008 -1.78062 -0.76552
C -4.91210 2.89871 0.27726
C -5.22600 1.95159 -0.87771
C -4.06991 1.07875 -1.24312
N -3.04010 0.86035 -0.50816
N -2.16122 -0.05210 -1.01745
C -2.52300 -0.51036 -2.18217
N -1.80927 -1.43370 -2.86103
S -4.03563 0.15425 -2.73283
H -5.80249 3.45652 0.56291
H -4.13440 3.60517 -0.00752
H -4.56245 2.34123 1.14302
H -5.53474 2.51592 -1.76093
H -6.06002 1.29962 -0.60101
H -0.83562 -1.50139 -2.59454
H -2.03347 -1.60400 -3.82492
Te -2.02861 0.30163 2.31555
C -3.81137 -0.85279 2.12038
C -3.95057 -1.87896 1.19386
C -5.14933 -2.57274 1.09916
C -6.20534 -2.26145 1.94334
C -6.05937 -1.25749 2.89011
C -4.86759 -0.55361 2.97544
C -1.64040 -0.55535 4.22250
C -1.20755 0.26193 5.25930
C -1.06447 -0.26533 6.53362
C -1.34989 -1.60109 6.77191
C -1.74984 -2.42346 5.72846
C -1.89122 -1.90449 4.45269
H -3.12019 -2.14543 0.55212
H -5.25867 -3.36777 0.37185
H -7.13358 -2.81262 1.86574
H -6.86996 -1.02267 3.56823
H -4.74495 0.22775 3.71717
H -0.97738 1.30346 5.06586
H -0.72353 0.36421 7.34496
H -1.24884 -2.00691 7.76934
H -1.94228 -3.47313 5.90527
H -2.18669 -2.55010 3.63491
*
```

Atomic partial charges in e from the Mulliken method, atoms 1 to 5: 0.183 -0.600 0.091 -0.712 0.456

=====

Entry 3:
The following is a quantum chemistry calculation of C35H30N8O5STc as an isolated structure at a distorted geometry, from the OMol25 dataset.

Properties
Energy relative to the best compared isomer or geometry (same formula, charge and spin)   10.2 kJ/mol
Total energy   -71962.7263 eV
HOMO (alpha / beta)   -13.47 / -13.70 eV

Structure (ORCA input):
```
! wB97M-V def2-TZVPD RIJCOSX def2/J DEFGRID3
* xyz 2 4
Tc 0.28170 0.27620 0.38510
O 0.00610 -3.44830 -1.56300
C -0.36500 -2.44400 -0.98400
N 0.43860 -1.35790 -0.77710
C 1.71440 -1.50760 -1.44570
C 2.41810 -0.20020 -1.53830
C 3.64030 -0.07180 -2.18990
C 4.24820 1.16740 -2.25040
C 3.60580 2.25320 -1.66250
C 2.40080 2.04680 -1.02120
N 1.82010 0.84490 -0.94790
C -1.78280 -2.32200 -0.51500
C -2.59500 -3.45430 -0.50640
C -3.92350 -3.30670 -0.14540
C -4.39540 -2.04290 0.17960
C -3.51030 -0.97520 0.13780
N -2.24290 -1.12180 -0.20150
H 1.57030 -1.96190 -2.43630
H 2.32040 -2.22840 -0.87050
H 4.10250 -0.94440 -2.62170
H 5.19820 1.28750 -2.74740
H 4.03990 3.23870 -1.69950
H 1.87570 2.86830 -0.54900
H -2.16570 -4.40350 -0.78780
H -4.58190 -4.16220 -0.12080
H -5.42990 -1.88400 0.43750
H -3.83450 0.02980 0.36570
O -0.82770 2.52370 3.79380
S 0.38180 2.20920 3.10310
O 1.02370 0.96930 3.53410
N 0.07440 2.03880 1.47690
C -0.72060 2.99040 0.90490
C -1.03580 4.23780 1.44110
C -1.83660 5.13450 0.73160
C -2.32160 4.83220 -0.51710
C -2.03900 3.57870 -1.09720
C -2.49420 3.20270 -2.37410
C -2.17270 1.95430 -2.84950
C -1.43950 1.07660 -2.04940
N -0.99460 1.39260 -0.84050
C -1.25780 2.64070 -0.37180
C 1.60260 3.50050 3.30930
C 1.44420 4.41620 4.33280
C 2.41280 5.39060 4.52030
C 3.51290 5.43950 3.67800
C 3.66480 4.50840 2.66060
C 2.70810 3.52230 2.47750
H -0.67870 4.51110 2.42100
H -2.06920 6.08800 1.17910
H -2.92660 5.53720 -1.06510
H -3.07830 3.89890 -2.95620
H -2.48250 1.64120 -3.83240
H -1.21830 0.07960 -2.40000
H 0.56600 4.35680 4.95550
H 2.30360 6.10990 5.31540
H 4.25210 6.21340 3.80980
H 4.52550 4.56070 2.01240
H 2.79760 2.78290 1.69480
N 3.47330 0.05050 3.67250
C 3.49860 -1.31190 3.09710
C 2.55970 -1.39520 1.85420
O 2.39900 -2.46690 1.31610
O 2.03490 -0.28100 1.54320
H 4.07150 0.67970 3.13240
H 3.76780 0.06200 4.65370
H 2.45400 0.42550 3.58580
H 3.12680 -2.03090 3.82690
H 4.50950 -1.61140 2.81750
N -3.52770 -2.52830 6.16070
C -2.94120 -2.11890 5.26870
C -2.23800 -1.60500 4.14840
C -2.57500 -0.35580 3.62780
C -1.89050 0.10960 2.52550
N -0.89220 -0.56070 1.94540
C -0.58620 -1.76800 2.43020
C -1.22610 -2.33170 3.51680
H -3.35180 0.24060 4.07650
H -2.16720 1.05860 2.09230
H 0.19260 -2.31970 1.92150
H -0.94230 -3.31220 3.86900
*
```

Atomic partial charges in e from the Mulliken method, atoms 1 to 5: -0.554 -0.633 -0.479 1.174 -1.565

=====

> energy relative to the best compared isomer or geometry (same formula, charge and spin) of number 2 (C35H30N5O4RuSTe)?

20.3 kJ/mol